Record 1
# C4H5NO2

A molecular structure, C4H5NO2 (wB97M-V/def2-TZVPD, the Open Molecules 2025 dataset).

Properties
**Frontier orbital gap**: 8.88 eV
**E_LUMO**: 0.6 eV

CARTESIAN COORDINATES (ANGSTROEM)
C 1.380495 0.246040 -0.754934
C -0.985360 -1.007724 0.925802
C -0.738160 0.261811 0.183560
O 1.166729 0.792584 -1.990263
C 1.068622 0.918175 0.391448
O -1.374713 0.870306 -0.617006
N 0.360129 1.270971 1.293569
H 0.278623 1.196300 -2.004893
H 2.041545 -0.608107 -0.735494
H -1.780282 -0.826567 1.652465
H -1.321377 -1.760667 0.211422
H -0.096251 -1.353119 1.444325

Forces on the atoms, in the same order (eV/Å):
C 0.154 0.051 -0.027
C 0.375 -0.246 -0.258
C -0.541 1.127 0.578
O -0.153 0.101 0.062
C 0.321 -0.663 -0.855
O 0.771 -0.394 0.417
N -1.067 -0.082 0.045
H 0.124 -0.116 0.045
H -0.027 0.028 0.038
H 0.078 0.132 -0.088
H 0.002 0.025 0.068
H -0.037 0.037 -0.024


Record 2
# C4H5NO2

C4H5NO2 in the gas phase (wB97M-V/def2-TZVPD, the Open Molecules 2025 dataset).

Properties
**Frontier orbital gap**: 9.76 eV
**SMILES string**: O=CC(=O)N1CC1
**E_LUMO**: -0.2 eV

CARTESIAN COORDINATES (ANGSTROEM)
O 1.722755 1.577528 0.591628
C 1.979347 0.408793 0.450488
C 0.962578 -0.637766 -0.011731
O 1.201172 -1.814683 0.164861
N -0.145943 -0.144809 -0.650568
C -1.480048 -0.630007 -0.412453
C -1.107974 0.786259 -0.110272
H 2.962625 -0.033525 0.701686
H -1.597185 -1.312202 0.426824
H -2.075329 -0.854306 -1.293833
H -1.422101 1.575868 -0.788363
H -0.999895 1.078853 0.931736

Forces on the atoms, in the same order (eV/Å):
O 0.134 -0.594 -0.114
C 0.022 0.452 0.134
C -0.148 -0.247 -0.022
O -0.048 0.453 -0.045
N 0.231 -0.117 0.003
C -0.212 -0.175 0.028
C -0.092 0.238 0.103
H -0.091 0.071 -0.025
H -0.006 0.075 -0.153
H 0.134 0.034 0.144
H 0.091 -0.123 0.137
H -0.016 -0.068 -0.191


Record 3
# C4H5NO2

C4H5NO2 in the gas phase (wB97M-V/def2-TZVPD, the Open Molecules 2025 dataset).

Properties
**Frontier orbital gap**: 10.01 eV
**SMILES string**: CC#CN(O)C=O
**E_LUMO**: 0.7 eV

CARTESIAN COORDINATES (ANGSTROEM)
C -2.674849 0.038140 -0.007968
C -1.271983 -0.184981 -0.026656
C -0.073793 -0.290611 0.049998
N 1.447685 -0.207639 0.158151
O 1.907390 -1.542395 0.044402
C 2.172931 0.811525 -0.248095
O 3.341409 0.722106 -0.063832
H -2.849388 0.937920 -0.716177
H -3.169759 -0.888845 -0.250777
H -3.146008 0.546312 0.926513
H 2.598437 -1.674964 0.779010
H 1.717925 1.733437 -0.644571

Forces on the atoms, in the same order (eV/Å):
C -1.809 3.099 0.169
C 2.287 0.117 0.950
C 3.660 1.052 -0.008
N -8.015 -3.729 0.190
O 1.843 0.526 1.550
C 0.741 1.579 -0.282
O 2.883 0.432 -0.366
H -0.134 -1.921 0.349
H -0.691 0.137 -0.314
H 1.231 -1.465 -0.961
H -1.395 0.560 -1.447
H -0.600 -0.386 0.170


Record 4
# C4H5NO2S

A molecular structure, C4H5NO2S (wB97M-V/def2-TZVPD, the Open Molecules 2025 dataset).

Properties
**Frontier orbital gap (spin up / spin down)**: 7.26 / 7.26 eV
**E_LUMO (spin up / spin down)**: -0.9 / -0.9 eV

CARTESIAN COORDINATES (ANGSTROEM)
C 1.822213 1.163521 -0.964769
C 0.656541 -0.049225 -0.041094
C 2.775546 -1.109436 -0.133639
C -0.804717 -0.026865 0.069590
N 1.394432 -1.108289 0.124462
O 3.489701 -2.075325 -0.071843
O 3.243151 1.079643 1.139450
S 3.349066 0.798448 -0.267260
H 1.362444 2.073109 -0.910803
H -1.076319 -0.872036 -0.494160
H -1.289693 0.796347 -0.541008
H -1.217763 -0.025962 1.114479
H 1.007692 -2.147706 -0.005486

Forces on the atoms, in the same order (eV/Å):
C -2.331 -5.527 1.447
C 4.007 4.207 -2.818
C 2.437 0.752 -0.495
C -0.685 1.617 -0.245
N -1.764 -4.524 -0.160
O -1.416 1.170 -0.127
O 1.011 0.828 3.172
S -1.832 -1.582 -1.854
H -0.666 2.611 0.291
H -1.011 -1.689 -0.257
H 0.956 -0.496 1.083
H 0.605 -0.174 -1.003
H 0.690 2.807 0.966


Energy relative to the best compared isomer or geometry (same formula, charge and spin) (kcal per mole)
88.1; 44.1; 120.3; 145.9